(1)
A structure of composition C35H38MoN2O3P2 at a distorted geometry, computed with ωB97M-V with the def2-TZVPD basis set.

The net charge is +2. Its spin multiplicity is 3. Its gap between HOMO and LUMO (alpha / beta) is 4.77 / 3.74 eV. Its energy above the lowest of the compared OMol25 structures with the same formula, charge and spin is 0.000 eV. The value obtained for the LUMO energy (alpha / beta) is -7.26 / -8.26 eV.

Cartesian coordinates (Å):
C1 2.0183 3.8533 -2.0439
C2 0.8041 3.4152 -1.5121
C3 0.1092 2.3646 -2.1743
C4 0.4805 1.9835 -3.5127
C5 1.6919 2.5078 -4.0358
C6 2.4613 3.3913 -3.2930
C7 -0.3663 1.1170 -4.2144
C8 -1.5486 0.6531 -3.6230
C9 -1.8579 1.0811 -2.2825
C10 -3.1536 0.8515 -1.7421
C11 -3.9986 -0.0504 -2.3892
C12 -3.6528 -0.5830 -3.6400
C13 -2.4731 -0.2109 -4.2686
H1 2.5978 4.6034 -1.4994
H2 1.9926 2.1945 -5.0361
H3 3.4073 3.7681 -3.6820
H4 -0.0957 0.7818 -5.2131
H5 -4.9544 -0.3071 -1.9281
H6 -4.3420 -1.2774 -4.1202
H7 -2.2241 -0.5723 -5.2676
N1 -0.8827 1.6769 -1.5302
Mo1 -0.6866 1.2196 0.7422
C14 0.1929 4.0901 -0.2872
H8 -0.8921 4.2500 -0.4142
H9 0.6805 5.0610 -0.1249
C15 -3.6333 1.6314 -0.5260
H10 -3.3925 2.7035 -0.6224
H11 -4.7214 1.5169 -0.4239
P1 0.3862 3.1585 1.3059
P2 -2.9152 1.1076 1.1022
C16 -3.5874 -0.5770 1.2928
H12 -2.9969 -1.1107 2.0498
H13 -4.6405 -0.5359 1.6055
H14 -3.5010 -1.1243 0.3449
C17 -3.8145 2.1668 2.2688
H15 -4.8726 1.8731 2.3191
H16 -3.3498 2.0565 3.2575
H17 -3.7322 3.2159 1.9557
C18 2.1899 2.9482 1.4329
H18 2.6646 3.8598 1.8219
H19 2.3988 2.1092 2.1065
H20 2.6085 2.7037 0.4485
C19 -0.1014 4.3547 2.5751
H21 -0.1232 3.8314 3.5409
H22 0.6184 5.1853 2.6198
H23 -1.1060 4.7399 2.3570
C20 -0.3326 0.5270 2.5081
O1 -0.1242 0.1155 3.6053
H24 -0.1305 -0.6373 0.4769
C21 0.6603 -5.7377 -0.8143
C22 0.2534 -4.9605 0.4014
C23 -1.0815 -4.9561 0.8073
C24 -1.5148 -4.1608 1.8697
C25 -0.6112 -3.3116 2.4953
C26 0.7015 -3.2352 2.0015
N2 1.4728 -2.1698 2.4399
C27 2.3960 -1.4046 1.7250
C28 3.4537 -0.8254 2.4457
C29 4.4170 -0.0690 1.7939
C30 4.3202 0.1638 0.4143
C31 3.2579 -0.3790 -0.3105
C32 2.2982 -1.1485 0.3422
C33 1.2180 -1.7448 -0.5014
O2 1.4812 -2.4576 -1.4613
O3 -0.0562 -1.5054 -0.1385
C34 1.1995 -4.1831 1.0865
C35 2.6567 -4.3205 0.7948
H25 1.0268 -5.0604 -1.5998
H26 1.4522 -6.4643 -0.5922
H27 -0.2008 -6.2846 -1.2132
H28 -1.7828 -5.5970 0.2695
H29 -2.5532 -4.1943 2.1966
H30 -0.9034 -2.6418 3.3084
H31 1.2696 -1.8335 3.3770
H32 3.5157 -1.0069 3.5218
H33 5.2387 0.3579 2.3712
H34 5.0652 0.7722 -0.1018
H35 3.1444 -0.2153 -1.3845
H36 2.9197 -3.8010 -0.1364
H37 3.2786 -3.9292 1.6058
H38 2.9073 -5.3786 0.6557

Force components x, y, z for each atom (eV/Å):
C -1.1565 -0.1020 0.4041
C 0.5757 0.0697 0.3505
C 0.2062 -0.7861 -0.1913
C -0.0274 0.3996 0.5166
C 0.4554 0.5120 0.1084
C 0.0391 -0.6585 -0.7709
C 0.0745 -0.3407 0.4481
C -0.3768 0.1944 0.4472
C 0.6312 -0.4352 -0.2257
C -0.3005 -0.5881 0.2740
C 0.5808 0.9369 0.4838
C 0.7227 -0.3043 -0.7723
C -0.6884 -0.2356 0.0509
H -0.2109 -0.1149 -0.2821
H 0.0201 0.1802 0.2501
H -0.2994 -0.1617 0.0041
H -0.0257 0.0526 0.1010
H 0.1624 0.1760 -0.2622
H 0.2585 0.2073 0.0365
H -0.1957 0.0707 0.2554
N -0.9794 1.5222 0.6710
Mo 1.5165 -0.4099 -3.0429
C 0.2687 -0.0514 0.1773
H 0.3949 0.0619 -0.1076
H -0.1931 -0.0916 -0.1668
C 0.1975 -0.1973 0.1437
H -0.1808 -0.2982 -0.1305
H 0.2046 0.1392 -0.0855
P 1.0665 2.3934 -0.5343
P -3.4096 -0.0412 -0.4500
C 0.4381 -0.2164 0.3118
H -0.2572 -0.0119 -0.1542
H 0.2981 0.0751 -0.1243
H 0.0438 0.1335 0.2020
C 0.4020 0.0711 0.4177
H 0.3402 0.0666 -0.0687
H -0.2850 0.0937 -0.1106
H -0.0408 -0.2493 0.0813
C -0.0108 -0.4402 0.2241
H -0.2195 -0.1910 -0.1179
H 0.1574 0.1651 -0.0613
H -0.1249 0.0067 0.2200
C -0.2216 -0.3181 0.3566
H 0.0020 0.2882 -0.1250
H -0.2192 -0.2924 -0.0841
H 0.2452 -0.0642 0.0779
C 0.9271 -2.0015 5.3845
O -0.8455 1.6888 -4.2699
H 1.0199 -3.7630 -1.0075
C -0.0224 -0.3655 -0.0897
C -0.2835 -0.0049 0.1586
C -0.0727 0.1063 -0.1520
C 0.1815 -0.1702 0.2068
C -0.0584 0.1500 -0.6352
C -0.5850 -0.8990 -0.2310
N 0.8614 0.7662 0.7354
C -0.3441 -0.0727 0.4975
C 0.1202 0.1892 -0.0862
C -0.2546 0.1651 -0.0651
C -0.0935 0.0915 -0.3497
C 0.5632 0.2976 0.3027
C -0.5198 0.0180 0.1600
C 1.9227 -1.5178 -1.5442
O -1.1774 1.6362 1.5394
O -1.5613 2.5436 0.8329
C -0.6563 0.5922 0.2715
C 0.3842 0.0382 -0.2894
H -0.0124 -0.1503 0.2436
H -0.1454 0.1442 -0.1101
H 0.2233 0.0630 0.0455
H 0.1194 0.2328 0.2032
H 0.2312 -0.0928 -0.0082
H -0.0436 -0.1652 -0.2399
H 0.3207 -0.2543 -0.2681
H 0.0643 -0.0226 -0.3681
H -0.1834 -0.1502 -0.2271
H -0.1601 -0.2417 0.2055
H 0.1956 -0.0798 0.2907
H 0.1460 -0.1763 0.1788
H -0.1220 -0.0568 -0.1234
H -0.0182 0.2460 0.0620


(2)
A structure of composition C30H34N10O4SeTi, computed with ωB97M-V with the def2-TZVPD basis set.

The net charge is -1. Its spin multiplicity is 2. Its gap between HOMO and LUMO (alpha / beta) is 4.05 / 4.05 eV. Its energy above the lowest of the compared OMol25 structures with the same formula, charge and spin is 0.000 eV. The value obtained for the LUMO energy (alpha / beta) is 1.76 / 1.76 eV.

Cartesian coordinates (Å):
Ti1 -0.3958 -0.6664 -1.0248
O1 2.3324 -6.9133 0.6593
C1 3.0172 -5.9168 -0.0877
C2 2.1871 -4.6758 -0.2252
C3 2.8048 -3.5301 -0.8416
C4 2.0755 -2.4018 -1.0080
N1 0.7857 -2.2572 -0.5758
C5 0.1558 -3.3640 -0.0022
C6 0.9020 -4.5931 0.1690
C7 -1.1541 -3.1508 0.3231
C8 -2.0665 -4.1237 0.8700
C9 -3.3749 -3.8485 1.0623
C10 -4.3365 -4.8261 1.6558
O2 -4.7316 -4.4757 2.9907
C11 -3.8540 -2.5403 0.6596
C12 -2.9852 -1.6408 0.1524
N2 -1.6322 -1.8453 0.0196
H1 2.8083 -7.7403 0.5506
H2 3.2606 -6.2975 -1.0901
H3 3.9685 -5.6586 0.4013
H4 3.8302 -3.5669 -1.1837
H5 2.5013 -1.5256 -1.4838
H6 0.4282 -5.4509 0.6234
H7 -1.6864 -5.1067 1.1172
H8 -3.8878 -5.8200 1.7157
H9 -5.2434 -4.8944 1.0394
H10 -4.5956 -3.5258 3.0735
H11 -4.9085 -2.3008 0.7032
H12 -3.3424 -0.6851 -0.2142
O3 3.3046 0.6488 -0.1543
N3 3.5586 0.3405 1.1525
C13 3.0856 -0.8383 1.6990
C14 3.3970 -1.1491 2.9811
C15 4.2266 -0.3005 3.7656
C16 4.7659 0.8369 3.1350
C17 4.4527 1.1415 1.8443
H13 2.4554 -1.4328 1.0609
H14 2.9947 -2.0673 3.3871
H15 4.4749 -0.5456 4.7865
H16 5.4585 1.4845 3.6565
H17 4.8588 1.9714 1.2880
C18 1.2824 1.7690 1.9670
N4 1.7187 2.3096 0.6912
C19 1.9905 1.4416 -0.4036
N5 2.3490 2.2187 -1.5696
O4 1.0295 0.5850 -0.6762
H18 0.5983 2.4761 2.4394
H19 2.1039 1.5560 2.6589
H20 0.7316 0.8426 1.7985
H21 2.4688 2.9781 0.8009
H22 3.3360 2.4480 -1.5361
H23 2.2059 1.6144 -2.3721
C20 -0.8445 2.6383 -2.4274
C21 -1.4304 2.3762 -1.0932
N6 -1.6850 1.2047 -0.5519
C22 -2.2623 1.4449 0.6719
C23 -2.3511 2.7798 0.8811
N7 -1.8137 3.3700 -0.2471
C24 -1.5707 4.7743 -0.4219
N8 -2.7785 5.5550 -0.4457
N9 -3.4306 5.7807 -1.6059
N10 -4.5025 6.4433 -1.3809
C25 -4.5903 6.6738 -0.0210
C26 -5.5582 7.3525 0.7317
C27 -5.3621 7.4246 2.0889
C28 -4.2289 6.8392 2.6985
C29 -3.2693 6.1714 1.9718
C30 -3.4794 6.1007 0.5893
H24 -0.5757 1.6866 -2.8912
H25 0.0512 3.2549 -2.3405
H26 -1.5813 3.1321 -3.0667
H27 -2.5542 0.6387 1.3228
H28 -2.7345 3.3538 1.7042
H29 -1.0539 4.9318 -1.3662
H30 -0.9475 5.1454 0.3956
H31 -6.4196 7.7959 0.2538
H32 -6.0858 7.9356 2.7085
H33 -4.1139 6.9185 3.7712
H34 -2.4066 5.7279 2.4492
Se1 -0.7857 -1.0193 -3.2291

Force components x, y, z for each atom (eV/Å):
Ti 0.3154 0.2721 -0.4365
O -0.0022 -0.0650 0.0191
C 0.0251 0.0381 -0.0206
C 0.0106 -0.0205 0.0270
C -0.0864 0.1216 -0.1262
C -0.0570 -0.0208 -0.0902
N 0.0911 -0.0208 0.0006
C 0.1043 -0.3302 0.0496
C -0.0736 0.2075 0.1025
C -0.3453 -0.3025 0.1359
C 0.1326 0.2335 0.0144
C 0.0584 -0.0494 -0.0540
C 0.0505 -0.0790 -0.0693
O -0.0512 0.1132 0.0795
C 0.0135 0.0620 0.0049
C -0.0115 0.0386 -0.0604
N -0.1118 -0.0315 -0.0574
H -0.0254 0.0072 0.0222
H -0.0037 0.0450 0.0218
H -0.0603 -0.0002 -0.0262
H 0.0296 0.0141 -0.0240
H -0.0119 -0.0373 0.0534
H -0.0520 0.0095 0.0059
H 0.0558 -0.0215 0.0316
H 0.0023 0.0323 -0.0331
H 0.0595 -0.0057 -0.0146
H 0.0179 -0.0314 0.0359
H -0.0422 0.0192 -0.0075
H -0.0394 -0.1092 -0.0185
O 0.1598 -0.0322 -0.0203
N -0.0358 -0.0652 -0.0383
C 0.0235 0.0480 0.0440
C -0.0262 0.0018 0.0032
C 0.0127 0.0051 0.0151
C 0.0110 -0.0071 -0.0295
C 0.0843 0.0121 -0.0274
H -0.0379 0.0026 -0.0032
H -0.0014 -0.0023 -0.0016
H 0.0027 -0.0014 0.0136
H 0.0079 0.0209 0.0086
H 0.0015 0.0073 -0.0059
C -0.1707 -0.1421 0.1641
N -0.0328 0.2708 0.0194
C 0.2024 -0.1460 -0.2337
N 0.0753 0.0118 -0.0337
O -0.1698 -0.1759 0.2428
H -0.0582 0.0148 0.0422
H -0.1745 0.0480 -0.0062
H 0.0136 0.0446 -0.0163
H -0.0233 0.0344 -0.0490
H -0.0181 -0.0157 -0.0135
H -0.0234 0.0116 -0.0222
C 0.0341 -0.0232 -0.1244
C 0.0136 0.1345 -0.0605
N 0.0953 -0.3542 0.0499
C 0.0089 0.1399 0.2884
C 0.0704 -0.0918 0.0848
N -0.0633 -0.1860 -0.0253
C 0.1520 0.0547 -0.0175
N -0.2720 0.2038 0.0584
N -0.1305 0.0577 -0.0429
N 0.1491 -0.0679 0.0724
C -0.0450 0.0197 -0.0920
C 0.0973 -0.0670 -0.0763
C 0.0843 -0.0619 -0.0013
C 0.0190 -0.0059 -0.0379
C -0.0877 0.0444 -0.0039
C 0.0742 -0.0293 0.0881
H -0.0375 0.0563 0.0539
H 0.0223 -0.0476 -0.0326
H 0.0358 0.0427 0.0158
H -0.0002 0.0287 0.0183
H -0.0261 0.0220 0.0402
H -0.0237 -0.0453 0.0847
H -0.0223 -0.0303 -0.0724
H -0.0235 0.0066 -0.0313
H -0.0050 0.0068 0.0276
H 0.0004 0.0024 0.0167
H 0.0232 -0.0096 0.0177
Se 0.0413 0.1652 0.0836


(3)
The molecule C3H5Cl at a distorted geometry, computed with ωB97M-V with the def2-TZVPD basis set.

Its gap between HOMO and LUMO is 10.35 eV. Its energy above the lowest of the compared OMol25 structures with the same formula, charge and spin is 0.059 eV. The value obtained for the LUMO energy is 1.03 eV.

Cartesian coordinates (Å):
C1 -1.0769 0.0087 0.4669
C2 0.0502 -0.0738 -0.4951
C3 1.3565 0.0618 -0.3313
H1 -1.8457 0.6268 0.0115
H2 -1.6181 -0.9750 0.4687
H3 -0.7981 0.3312 1.4864
H4 -0.1737 -0.2987 -1.5258
H5 1.9454 -0.1419 -1.2222
Cl1 2.1603 0.4609 1.1410

Force components x, y, z for each atom (eV/Å):
C -0.6179 -0.8094 -0.1467
C 0.4071 -0.0338 0.2324
C -0.3757 -0.2568 -0.5290
H -0.0433 0.6149 0.3143
H 0.7227 0.5437 0.4170
H -0.2257 -0.1841 -0.6282
H -0.4406 -0.1520 -0.1649
H 0.5342 0.3284 0.5457
Cl 0.0392 -0.0510 -0.0406